No. 1
C22H33N11 | ωB97M-V/def2-TZVPD

Geometry as XYZ:
```
66
Properties=species:S:1:pos:R:3:nbo_charge:R:1
C -3.559 -0.108 -0.567 -0.73
C -4.789 -0.008 0.232 0.31
N -5.689 0.131 0.928 -0.38
H -2.671 0.078 0.032 0.27
H -3.644 0.697 -1.294 0.27
H -3.488 -1.104 -0.994 0.25
C 3.626 0.840 -3.173 -0.74
C 2.771 1.992 -3.414 0.33
N 2.088 2.892 -3.604 -0.38
H 3.496 0.039 -3.900 0.25
H 3.334 0.436 -2.203 0.28
H 4.682 1.100 -3.191 0.26
C 3.802 0.104 3.785 -0.72
C 4.195 -1.242 4.227 0.30
N 4.496 -2.282 4.592 -0.35
H 4.685 0.704 3.571 0.25
H 3.326 0.628 4.615 0.25
H 3.114 0.041 2.948 0.27
C -1.356 -2.105 -2.743 -0.73
C -1.746 -3.124 -1.752 0.29
N -2.018 -3.955 -1.015 -0.35
H -2.312 -1.735 -3.124 0.25
H -0.793 -2.594 -3.533 0.26
H -0.858 -1.217 -2.369 0.27
C 0.019 -0.099 0.424 -0.75
C 1.417 0.220 0.260 0.34
N 2.550 0.410 0.193 -0.41
H -0.419 0.596 1.140 0.28
H -0.036 -1.079 0.904 0.27
H -0.491 -0.104 -0.535 0.25
C -3.911 3.153 2.440 -0.73
C -2.805 2.900 1.532 0.32
N -1.919 2.725 0.826 -0.38
H -4.443 4.068 2.208 0.26
H -3.367 3.349 3.377 0.26
H -4.498 2.252 2.590 0.27
C 1.485 4.145 -0.367 -0.72
C 2.645 5.039 -0.415 0.29
N 3.523 5.773 -0.459 -0.35
H 0.960 4.117 -1.313 0.25
H 0.817 4.533 0.405 0.25
H 1.843 3.184 0.000 0.26
C 3.005 -2.319 -1.814 -0.73
C 2.639 -3.717 -2.097 0.30
N 2.304 -4.794 -2.316 -0.35
H 2.545 -1.650 -2.537 0.23
H 4.079 -2.184 -1.916 0.25
H 2.611 -2.117 -0.820 0.29
C -0.986 3.492 -3.802 -0.71
C -1.185 2.212 -3.095 0.36
N -1.377 1.223 -2.546 -0.43
H -1.989 3.841 -4.041 0.25
H -0.457 3.326 -4.737 0.27
H -0.384 4.143 -3.180 0.27
C 0.709 -5.057 1.495 -0.74
C 1.454 -3.813 1.462 0.33
N 2.040 -2.828 1.436 -0.39
H 1.017 -5.638 0.617 0.27
H -0.368 -4.947 1.516 0.27
H 1.076 -5.719 2.283 0.26
C -3.931 -1.656 3.898 -0.72
C -2.617 -1.091 3.621 0.31
N -1.583 -0.645 3.404 -0.36
H -4.558 -0.951 4.433 0.26
H -3.728 -2.532 4.519 0.26
H -4.376 -1.969 2.956 0.27
```

Results
- Net charge: 0
- Spin multiplicity: 1
- LUMO energy: 0.252 eV
- Structure (SMILES): CC#N.CC#N.CC#N.CC#N.CC#N.CC#N.CC#N.CC#N.CC#N.CC#N.CC#N
- Energy relative to the best compared isomer or geometry (same formula, charge and spin): 0.498 eV



No. 2
C22H33NNbO14 | ωB97M-V/def2-TZVPD

Geometry as XYZ:
```
71
Properties=species:S:1:pos:R:3:mulliken_charge:R:1
C -2.915 -2.755 1.005 -1.21
C -2.112 -1.766 0.068 1.20
N -1.164 -1.081 0.623 -0.58
C -2.433 -1.559 -1.424 -1.33
Nb -2.010 -3.352 -2.747 -0.34
O -1.655 -4.865 -4.099 -0.81
C 0.196 -2.655 -2.827 -0.57
O 1.095 -3.773 -2.557 -0.43
C 1.727 -3.661 -1.331 0.20
C 2.616 -2.534 -1.031 -0.22
C 3.218 -2.462 0.290 -0.65
C 2.936 -3.529 1.233 0.02
C 2.065 -4.660 0.950 -0.27
C 1.454 -4.737 -0.370 -0.32
H -3.706 -2.118 1.498 0.31
H -3.355 -3.618 0.449 0.31
H -2.223 -3.112 1.815 0.33
H -1.091 -1.352 1.615 0.15
H -3.540 -1.335 -1.488 0.61
H -1.868 -0.660 -1.792 0.27
H -2.362 -2.247 -4.192 0.03
H -3.802 -3.798 -2.700 -0.01
H -1.692 -4.474 -1.343 0.06
H -2.344 -4.754 -4.786 0.31
H 0.281 -1.845 -2.054 0.18
H 0.433 -2.222 -3.832 0.28
H 2.780 -1.743 -1.794 0.41
H 3.872 -1.611 0.573 0.33
H 3.424 -3.472 2.227 0.12
H 1.873 -5.435 1.721 0.32
H 0.788 -5.581 -0.640 0.38
C -0.902 2.227 -0.776 0.19
C -1.458 3.375 0.012 -0.02
O -1.193 4.498 -0.831 -0.32
C -1.081 4.028 -2.100 0.66
O -1.025 4.725 -3.071 -0.61
O -1.042 2.675 -2.127 -0.27
H -1.452 1.301 -0.612 -0.17
H 0.156 2.050 -0.570 0.19
H -2.537 3.294 0.164 0.25
H -0.973 3.492 0.979 0.03
C -2.362 6.018 -5.477 -0.07
C -1.362 6.485 -6.494 -0.32
O -2.188 6.961 -7.556 -0.33
C -3.395 7.285 -7.016 0.64
O -4.257 7.868 -7.599 -0.54
O -3.489 6.860 -5.731 -0.32
H -2.007 6.139 -4.457 0.23
H -2.658 4.977 -5.627 0.19
H -0.746 7.311 -6.128 0.28
H -0.710 5.684 -6.838 0.28
C 0.342 4.317 4.466 -0.33
C -0.484 4.866 5.597 -0.35
O -1.598 5.443 4.926 -0.34
C -1.717 4.819 3.722 0.64
O -2.644 4.951 2.989 -0.49
O -0.635 4.026 3.472 -0.28
H 0.890 3.418 4.746 0.29
H 1.046 5.051 4.066 0.27
H -0.843 4.084 6.271 0.26
H 0.050 5.616 6.179 0.30
C 5.258 -5.953 5.645 -0.32
C 5.803 -4.587 5.328 -0.31
O 4.841 -4.065 4.418 -0.29
C 3.670 -4.723 4.642 0.65
O 2.627 -4.416 4.167 -0.50
O 3.854 -5.780 5.483 -0.33
H 5.495 -6.273 6.659 0.28
H 5.604 -6.715 4.942 0.26
H 5.846 -3.939 6.208 0.27
H 6.790 -4.626 4.869 0.28
```

Results
- Net charge: -1
- Spin multiplicity: 1
- LUMO energy: 1.766 eV



No. 3
C22H33O17Pt | ωB97M-V/def2-TZVPD

Geometry as XYZ:
```
73
Properties=species:S:1:pos:R:3:mulliken_charge:R:1
Pt -0.033 1.334 -3.103 1.29
C 0.069 -0.813 0.336 -0.05
C 0.110 -0.057 -0.944 0.74
O 0.942 0.884 -1.152 -0.20
O -0.692 -0.309 -1.893 -0.73
H -0.934 -0.984 0.718 -0.11
H 0.663 -0.247 1.053 0.23
H 0.536 -1.791 0.186 -0.16
C -6.037 -1.201 -3.714 -1.43
C -5.417 0.108 -3.282 0.47
C -4.822 0.103 -1.859 -0.57
O -3.447 0.448 -2.058 -0.06
C -3.226 0.664 -3.340 0.57
O -2.161 1.036 -3.808 -0.74
O -4.270 0.444 -4.103 -0.32
H -5.378 -2.011 -3.385 0.39
H -6.140 -1.310 -4.789 0.37
H -6.990 -1.322 -3.203 0.39
H -6.164 0.901 -3.349 0.29
H -4.896 -0.923 -1.488 0.42
H -5.350 0.714 -1.131 0.31
C 3.260 -3.498 1.351 -1.39
C 2.906 -3.395 -0.109 1.44
C 3.830 -4.023 -1.167 -0.30
O 3.035 -5.050 -1.756 -0.37
C 1.756 -4.996 -1.305 0.53
O 0.901 -5.731 -1.667 -0.53
O 1.634 -4.063 -0.341 -0.44
H 4.166 -2.903 1.508 0.31
H 3.477 -4.515 1.673 0.42
H 2.468 -3.072 1.965 0.29
H 2.641 -2.365 -0.362 -0.61
H 4.726 -4.397 -0.678 0.31
H 4.019 -3.281 -1.934 0.25
C 5.242 0.146 0.996 -1.45
C 4.413 -0.116 -0.229 1.52
C 4.459 1.058 -1.256 -0.16
O 5.124 0.518 -2.392 -0.38
C 5.375 -0.796 -2.207 0.53
O 5.912 -1.507 -2.981 -0.49
O 4.926 -1.194 -0.989 -0.30
H 5.493 -0.801 1.482 0.32
H 4.790 0.827 1.719 0.27
H 6.232 0.585 0.830 0.41
H 3.351 -0.214 0.005 -0.67
H 4.985 1.909 -0.830 0.36
H 3.446 1.324 -1.556 0.09
C 1.797 4.915 1.040 -1.66
C 1.485 3.480 1.395 1.22
C 1.905 3.037 2.799 -0.29
O 0.646 2.829 3.465 -0.35
C -0.341 2.752 2.544 0.57
O -1.446 2.371 2.742 -0.52
O 0.102 3.184 1.348 -0.34
H 1.397 5.606 1.783 0.40
H 1.436 5.150 0.038 0.37
H 2.872 5.090 0.959 0.42
H 1.979 2.861 0.638 -0.38
H 2.440 3.813 3.343 0.34
H 2.503 2.127 2.784 0.20
C -4.852 2.059 2.115 -1.15
C -4.817 0.537 2.133 0.34
C -3.552 -0.074 1.509 0.17
O -3.173 -1.050 2.453 -0.37
C -3.866 -0.904 3.608 0.51
O -3.712 -1.567 4.573 -0.51
O -4.793 0.081 3.483 -0.39
H -3.861 2.447 2.337 0.22
H -5.587 2.416 2.833 0.38
H -5.186 2.390 1.127 0.32
H -5.699 0.141 1.620 0.27
H -2.768 0.667 1.333 0.13
H -3.841 -0.472 0.536 0.09
```

Results
- Net charge: +1
- Spin multiplicity: 3
- LUMO energy (alpha / beta): -5.634 / -7.132 eV
- Energy relative to the best compared isomer or geometry (same formula, charge and spin): 3.085 eV
- Expectation value of S²: 2.010



No. 4
C22H34BBr2F6N2O10S2 | ωB97M-V/def2-TZVPD

Geometry as XYZ:
```
79
Properties=species:S:1:pos:R:3:mulliken_charge:R:1
C 0.588 -0.822 2.598 -1.37
C -0.616 -1.082 2.104 -0.17
C -1.461 -0.486 0.957 -0.16
N -1.371 -1.302 -0.245 0.99
C -0.077 -1.937 -0.502 -1.32
C -2.452 -2.278 -0.362 0.66
C -2.408 -3.532 0.492 -1.30
O -3.350 -2.107 -1.130 -0.56
O -2.818 -0.683 1.467 -0.56
C -2.811 0.064 2.604 -0.41
O -3.373 -0.303 3.590 -0.61
C -2.002 1.335 2.352 0.32
C -3.075 2.484 2.566 -1.76
C -3.727 2.483 3.966 0.12
C -5.253 2.477 3.910 -1.37
Br -3.130 4.069 4.994 -0.17
B -0.952 1.735 3.487 0.97
O -0.840 1.001 4.653 -0.68
O -0.227 2.879 3.309 -0.59
C 1.136 2.915 3.731 -0.93
C -1.444 1.106 0.848 3.72
C 0.007 1.547 0.529 0.57
C 0.382 2.023 -0.889 -1.89
C 0.955 0.936 -1.777 -0.19
O 1.597 1.548 -2.876 -0.50
C 1.649 0.671 -3.992 -0.54
C -2.514 1.675 -0.121 -1.82
Br -2.567 0.934 -1.956 -0.06
C -2.584 3.227 -0.302 -0.97
C -1.559 4.180 0.344 -1.47
H 0.821 -1.104 3.617 0.30
H 1.377 -0.352 2.031 0.35
H -1.153 -1.909 2.561 0.48
H 0.741 -1.256 -0.294 0.11
H -0.014 -2.180 -1.562 0.48
H 0.099 -2.858 0.062 0.34
H -2.660 -4.398 -0.115 0.41
H -1.473 -3.691 1.022 0.30
H -3.193 -3.403 1.240 0.29
H -3.871 2.480 1.826 0.26
H -2.570 3.437 2.453 0.66
H -3.416 1.642 4.570 0.52
H -5.598 1.443 3.959 0.29
H -5.626 2.972 3.014 0.33
H -5.673 2.993 4.771 0.44
H -1.033 1.546 5.426 0.34
H 1.730 3.283 2.895 0.34
H 1.498 1.923 3.998 0.35
H 1.245 3.593 4.577 0.30
H 0.298 2.351 1.196 0.26
H 0.698 0.743 0.746 -0.63
H -0.421 2.531 -1.417 0.23
H 1.187 2.757 -0.797 0.36
H 1.731 0.401 -1.208 0.29
H 0.193 0.233 -2.122 0.20
H 1.947 -0.335 -3.692 0.19
H 0.686 0.658 -4.513 0.27
H 2.405 1.054 -4.674 0.30
H -3.481 1.334 0.227 1.36
H -2.592 3.440 -1.367 0.66
H -3.573 3.535 0.042 0.48
H -0.798 4.494 -0.368 0.30
H -1.063 3.791 1.227 0.54
H -2.075 5.091 0.656 0.36
C 6.938 -5.388 -5.582 0.66
F 8.018 -5.378 -6.375 -0.23
F 5.967 -6.053 -6.213 -0.24
F 7.247 -6.061 -4.470 -0.24
S 6.448 -3.647 -5.215 1.00
O 6.112 -3.083 -6.491 -0.64
O 7.573 -3.089 -4.518 -0.65
N 5.211 -4.007 -4.300 -0.26
S 4.318 -2.900 -3.629 0.91
O 3.485 -2.152 -4.531 -0.64
O 4.938 -2.174 -2.555 -0.67
C 3.153 -4.056 -2.785 0.65
F 3.779 -4.848 -1.912 -0.24
F 2.497 -4.830 -3.653 -0.24
F 2.242 -3.334 -2.106 -0.20
```

Results
- Net charge: -1
- Spin multiplicity: 1
- LUMO energy: 1.590 eV